H3INPS | ωB97M-V/def2-TZVPD

Geometry (Å):
I  2.512  1.247  -1.098
S  0.369  0.229  -0.082
P  -0.439  -0.637  2.265
N  -0.711  -0.038  -1.095
H  -0.022  1.566  0.303
H  -0.737  -0.984  -1.564
H  -0.972  -1.382  1.270

The HOMO-LUMO gap (spin up / spin down) comes out at 6.61 / 6.20 eV. As for the SMILES: N=[S@@H](=P)I. Its energy relative to the best compared isomer or geometry (same formula, charge and spin) is 82.3 kcal per mole. As for the molar mass: 206.98 g/mol. The calculation puts the strongest force on any atom at 2.81 eV Å⁻¹. Its spin multiplicity is 1. The calculated total energy comes out at -29758.5388 eV.